(1)
The following is a DFT calculation (the ωB97M-V functional and the def2-TZVPD basis) of a structure of composition C15H25BrN4TeYb.

* total charge: +3
* LUMO level (alpha / beta): -0.35892 / -0.41102 Eh
* energy above the lowest of the compared OMol25 structures with the same formula, charge and spin: 0.894 eV
* HOMO-LUMO gap (alpha / beta): 8.48 / 7.06 eV
* 2S+1: 2

Last column: natural (NBO) charge in e.
Positions of all 47 atoms, in Å:
1 Yb 0.86 0.58 -1.13  1.879
2 C 3.87 -0.87 3.60  -0.662
3 C 3.71 -1.05 2.10  0.009
4 C 4.65 -1.67 1.23  -0.055
5 C 4.42 -1.61 -0.17  -0.222
6 C 3.27 -0.97 -0.59  0.089
7 Br 2.85 -0.97 -2.42  0.246
8 N 2.41 -0.38 0.25  -0.661
9 C 2.70 -0.33 1.51  0.065
10 H 3.66 -1.88 4.04  0.268
11 H 3.31 0.00 4.06  0.254
12 H 4.94 -0.72 3.82  0.265
13 H 5.51 -2.18 1.65  0.275
14 H 5.19 -1.86 -0.92  0.284
15 H 1.98 0.25 2.11  0.221
16 C -3.65 -1.62 2.18  -0.454
17 C -2.27 -2.28 2.10  -0.217
18 N -1.40 -1.56 1.10  -0.556
19 C -1.91 -0.93 0.06  0.675
20 N -0.99 -0.48 -0.86  -0.884
21 C -1.60 -0.26 -2.17  -0.205
22 C -2.87 0.55 -2.08  -0.442
23 C -3.85 -0.17 -1.29  -0.226
24 N -3.23 -0.73 -0.11  -0.363
25 C -4.23 -1.36 0.82  -0.209
26 H -3.63 -0.74 2.81  0.243
27 H -4.34 -2.31 2.67  0.276
28 H -2.26 -3.34 1.81  0.227
29 H -1.76 -2.19 3.07  0.237
30 H -0.52 -2.01 1.01  0.414
31 H -1.73 -1.19 -2.69  0.241
32 H -0.83 0.27 -2.82  0.148
33 H -3.28 0.53 -3.14  0.271
34 H -2.63 1.60 -1.76  0.219
35 H -4.33 -1.05 -1.84  0.231
36 H -4.69 0.47 -1.06  0.255
37 H -4.66 -2.18 0.25  0.230
38 H -5.02 -0.60 0.91  0.238
39 C 2.70 3.96 -1.15  -0.813
40 Te 0.54 3.57 -0.84  0.517
41 C 0.04 3.87 -2.88  -0.839
42 H 2.81 4.81 -1.83  0.276
43 H 3.21 3.07 -1.63  0.217
44 H 3.24 4.13 -0.21  0.267
45 H 0.83 3.44 -3.46  0.235
46 H -0.05 4.94 -2.99  0.279
47 H -0.97 3.45 -3.11  0.258

---

(2)
The following is a DFT calculation (the ωB97M-V functional and the def2-TZVPD basis) of a structure of composition C15H25ClOP2Pd.

* total charge: +2
* LUMO level (alpha / beta): -0.20592 / -0.32114 Eh
* energy above the lowest of the compared OMol25 structures with the same formula, charge and spin: 0.067 eV
* HOMO-LUMO gap (alpha / beta): 8.04 / 6.82 eV
* 2S+1: 5

Last column: natural (NBO) charge in e.
Positions of all 45 atoms, in Å:
1 Pd -0.34 0.81 -0.04  0.595
2 C -2.00 0.34 3.18  -0.968
3 P -0.46 0.76 2.34  1.059
4 C 0.82 -0.34 2.99  -0.971
5 C -0.01 2.44 2.87  -0.740
6 C 1.04 3.06 1.94  -0.741
7 P 0.46 3.07 0.22  1.059
8 C 1.84 3.62 -0.81  -0.964
9 C -0.81 4.34 0.11  -0.972
10 H -1.87 0.50 4.25  0.272
11 H -2.25 -0.71 3.00  0.274
12 H -2.81 0.96 2.82  0.266
13 H 0.84 -0.27 4.08  0.271
14 H 1.80 -0.08 2.59  0.265
15 H 0.60 -1.38 2.71  0.268
16 H 0.34 2.41 3.90  0.277
17 H -0.93 3.04 2.87  0.256
18 H 1.98 2.49 1.97  0.260
19 H 1.29 4.08 2.25  0.275
20 H 2.15 4.62 -0.47  0.270
21 H 1.53 3.69 -1.85  0.273
22 H 2.68 2.94 -0.73  0.273
23 H -0.39 5.28 0.47  0.270
24 H -1.69 4.08 0.70  0.259
25 H -1.12 4.47 -0.93  0.274
26 C 2.04 -1.71 -1.36  -0.747
27 C 1.64 -0.42 -0.73  0.470
28 O 2.29 0.39 -0.15  -0.433
29 H 3.03 -2.01 -1.01  0.273
30 H 2.06 -1.54 -2.44  0.290
31 H 1.29 -2.47 -1.16  0.265
32 Cl -2.65 1.49 -0.84  0.045
33 C -3.55 0.21 0.01  0.091
34 C -4.69 0.58 0.68  -0.274
35 C -5.37 -0.40 1.41  -0.145
36 C -4.88 -1.71 1.45  -0.198
37 C -3.74 -2.05 0.76  -0.144
38 C -3.03 -1.10 -0.03  -0.201
39 C -1.93 -1.51 -0.81  -0.370
40 H -5.05 1.60 0.65  0.252
41 H -6.27 -0.14 1.93  0.249
42 H -5.41 -2.46 2.02  0.252
43 H -3.38 -3.07 0.77  0.236
44 H -1.56 -0.93 -1.65  0.204
45 H -1.61 -2.53 -0.73  0.220

---

(3)
The following is a DFT calculation (the ωB97M-V functional and the def2-TZVPD basis) of a cluster of 4 separate species, C15H25F6O10 in total.

* total charge: -1
* LUMO level: 0.07227 Eh
* energy above the lowest of the compared OMol25 structures with the same formula, charge and spin: 2.789 eV
* HOMO-LUMO gap: 5.09 eV

Last column: natural (NBO) charge in e.
Positions of all 56 atoms, in Å:
1 O 0.51 -1.77 -0.41  -0.734
2 C 1.80 -1.48 -0.22  0.912
3 O 2.23 -1.29 0.92  -0.835
4 O 2.63 -1.42 -1.15  -0.815
5 H 0.20 -1.73 0.50  0.472
6 C 1.08 1.38 -6.96  -0.251
7 O 2.36 1.74 -7.51  -0.527
8 C 2.38 1.65 -8.97  -0.095
9 C 3.75 2.31 -9.43  -0.100
10 O 4.07 3.55 -8.72  -0.511
11 C 3.31 4.62 -9.26  -0.090
12 C 3.97 5.88 -8.77  -0.067
13 O 4.07 5.83 -7.39  -0.541
14 C 4.19 7.09 -6.69  -0.252
15 H 0.88 0.33 -7.14  0.164
16 H 0.25 1.90 -7.43  0.155
17 H 1.03 1.52 -5.88  0.211
18 H 1.55 2.10 -9.52  0.161
19 H 2.37 0.61 -9.30  0.172
20 H 4.02 2.30 -10.48  0.175
21 H 4.48 1.60 -9.03  0.195
22 H 2.34 4.52 -8.77  0.178
23 H 3.18 4.65 -10.35  0.164
24 H 3.33 6.71 -9.08  0.150
25 H 4.99 6.08 -9.10  0.165
26 H 3.70 7.92 -7.20  0.161
27 H 5.25 7.33 -6.61  0.173
28 H 3.67 6.84 -5.77  0.206
29 C -2.43 -8.85 9.94  -0.635
30 C -1.30 -8.53 8.96  -0.077
31 O -1.56 -7.21 8.40  -0.476
32 C -2.07 -7.07 7.22  0.678
33 O -2.34 -8.01 6.45  -0.568
34 C -2.00 -5.65 6.68  0.909
35 F -2.79 -5.59 5.58  -0.299
36 F -2.59 -4.87 7.56  -0.306
37 F -0.69 -5.36 6.53  -0.291
38 H -2.49 -8.10 10.73  0.217
39 H -2.34 -9.89 10.26  0.218
40 H -3.41 -8.88 9.48  0.221
41 H -1.22 -9.39 8.28  0.213
42 H -0.33 -8.43 9.44  0.197
43 C -4.56 1.43 3.32  -0.623
44 C -3.25 1.61 4.02  -0.074
45 O -3.62 1.79 5.39  -0.471
46 C -2.75 2.02 6.32  0.676
47 O -1.51 2.02 6.07  -0.553
48 C -3.38 2.17 7.70  0.905
49 F -3.24 1.01 8.34  -0.296
50 F -2.98 3.15 8.56  -0.311
51 F -4.68 2.51 7.56  -0.316
52 H -4.40 1.26 2.25  0.225
53 H -5.23 2.28 3.43  0.211
54 H -5.09 0.56 3.71  0.214
55 H -2.72 2.50 3.68  0.201
56 H -2.62 0.74 3.88  0.211

---

(4)
The following is a DFT calculation (the ωB97M-V functional and the def2-TZVPD basis) of a cluster of 2 separate species, C15H25N2O8 in total.

* total charge: -1
* LUMO level: 0.09169 Eh
* energy above the lowest of the compared OMol25 structures with the same formula, charge and spin: 0.000 eV
* HOMO-LUMO gap: 5.63 eV

Last column: natural (NBO) charge in e.
Positions of all 50 atoms, in Å:
1 C -4.52 2.25 0.19  -0.619
2 C -3.80 0.95 0.47  0.103
3 C -4.08 0.37 1.83  -0.656
4 O -2.35 1.24 0.21  -0.504
5 C -1.53 0.21 0.40  0.846
6 N -0.28 0.49 -0.32  -0.315
7 N 0.79 0.07 0.12  -0.203
8 C 1.89 1.06 0.34  0.870
9 O 2.86 0.66 0.94  -0.609
10 O 1.63 2.28 -0.13  -0.506
11 C 2.80 3.21 -0.05  0.097
12 C 2.28 4.63 -0.25  -0.621
13 C 3.88 2.83 -1.01  -0.643
14 O -1.79 -0.83 0.99  -0.629
15 H -5.61 2.12 0.23  0.205
16 H -4.26 3.04 0.90  0.207
17 H -4.26 2.62 -0.81  0.220
18 H -4.09 0.22 -0.29  0.181
19 H -5.15 0.18 1.94  0.200
20 H -3.54 -0.57 1.92  0.275
21 H -3.74 1.03 2.63  0.203
22 H 3.19 3.14 0.98  0.193
23 H 3.13 5.32 -0.26  0.205
24 H 1.70 4.77 -1.17  0.216
25 H 1.64 4.91 0.60  0.215
26 H 4.70 3.57 -0.98  0.205
27 H 4.29 1.86 -0.72  0.244
28 H 3.53 2.78 -2.04  0.212
29 H -0.59 -1.67 -0.18  0.238
30 C 0.36 -2.14 -0.30  -0.495
31 C 1.02 -2.64 0.88  0.751
32 O 1.85 -3.53 0.98  -0.652
33 O 0.63 -1.93 1.99  -0.520
34 C 1.17 -2.49 3.19  -0.066
35 C 0.87 -1.59 4.35  -0.616
36 C 0.63 -2.82 -1.54  0.728
37 O 1.37 -3.77 -1.74  -0.645
38 O -0.08 -2.25 -2.57  -0.536
39 C 0.07 -3.03 -3.77  -0.070
40 C -0.58 -2.36 -4.95  -0.618
41 H 0.74 -3.49 3.37  0.163
42 H 2.26 -2.62 3.08  0.190
43 H 1.31 -2.05 5.23  0.191
44 H 1.31 -0.61 4.22  0.208
45 H -0.21 -1.50 4.51  0.200
46 H 1.14 -3.20 -3.99  0.188
47 H -0.38 -4.02 -3.63  0.169
48 H -0.40 -3.01 -5.82  0.196
49 H -1.65 -2.26 -4.80  0.200
50 H -0.14 -1.39 -5.16  0.205